No. 1
Here is one molecule with the formula C5H11NO from the OMol25 dataset. Energies are from the ωB97M-V functional and the def2-TZVPD basis.

Last column: natural (NBO) charge in e.
Element x y z (Å)
C 1.86003 -0.20836 1.39837  -0.6166
C 0.41339 0.30750 1.40060  -0.2094
N -0.32231 0.04406 0.16244  -0.4425
C -1.62678 -0.57458 0.28915  -0.4025
C 0.19916 0.52353 -1.00634  0.6796
C -0.55529 0.24511 -2.29653  -0.7156
O 1.25244 1.14588 -1.02035  -0.6332
H 2.10810 -0.68269 2.35289  0.2023
H 2.56887 0.59871 1.21126  0.2293
H 1.99721 -0.94797 0.60647  0.2159
H 0.39826 1.38496 1.60849  0.2018
H -0.15464 -0.18168 2.19856  0.1940
H -2.24774 -0.02316 1.00677  0.1958
H -2.15032 -0.57558 -0.66669  0.2137
H -1.54552 -1.61325 0.63482  0.1947
H 0.05732 0.63212 -3.11104  0.2457
H -1.52654 0.75089 -2.31611  0.2238
H -0.72565 -0.82551 -2.45277  0.2232

Properties
- 2S+1: 1
- Energy relative to the best compared isomer or geometry (same formula, charge and spin): 0.4914 eV
- Kohn-Sham gap: 0.3686 hartree
- E_HOMO: -0.33643 hartree
- Charge: 0

---

No. 2
Here is a 2-piece molecular cluster, C5H11NO overall from the OMol25 dataset. Energies are from the ωB97M-V functional and the def2-TZVPD basis.

Last column: natural (NBO) charge in e.
Element x y z (Å)
C 1.18304 1.43075 1.74993  -0.3322
C 0.29103 1.33393 0.76565  -0.2391
C 0.52037 0.47654 -0.40601  0.1591
C 1.63948 -0.25225 -0.64640  -0.5498
N -0.56640 0.44765 -1.30204  -0.5750
C -0.88955 -0.82679 -1.95460  -0.4189
H 2.04681 0.78684 1.76686  0.2002
H 1.04544 2.14435 2.54864  0.1973
H -0.72749 1.65516 0.93743  0.2081
H 1.61826 -1.28365 -0.96243  0.2059
H 2.59662 0.17823 -0.37712  0.2063
H -1.41291 0.74397 -0.82565  0.3544
H -1.10938 -1.61972 -1.23480  0.1613
H -0.06341 -1.09408 -2.61073  0.2126
H -1.77685 -0.71374 -2.57074  0.2065
O -1.35717 -0.86140 1.81442  -0.9605
H -1.26370 -1.10910 0.90212  0.4810
H -1.77419 -1.43670 2.40547  0.4828

Properties
- 2S+1: 1
- Energy relative to the best compared isomer or geometry (same formula, charge and spin): 3.2498 eV
- Kohn-Sham gap: 0.3071 hartree
- E_HOMO: -0.28254 hartree
- Charge: 0

---

No. 3
Here is a 2-piece molecular cluster, C5H11NO overall from the OMol25 dataset. Energies are from the ωB97M-V functional and the def2-TZVPD basis.

Last column: natural (NBO) charge in e.
Element x y z (Å)
C -2.86035 0.14717 0.35642  -0.3661
C -1.93427 0.74210 1.10434  -0.2206
C -0.52191 0.90001 0.79440  -0.2576
C 0.08125 0.69438 -0.37918  -0.1554
C 1.57646 0.59442 -0.62532  -0.2575
N 1.94652 -0.03878 -1.85741  -0.8272
H -3.82985 -0.14069 0.73985  0.2028
H -2.63341 -0.07734 -0.67756  0.1880
H -2.24573 1.13699 2.06774  0.2001
H 0.16379 1.22670 1.57495  0.1993
H -0.43890 0.86132 -1.32834  0.1883
H 1.96988 0.04337 0.24527  0.1702
H 1.99522 1.59340 -0.44049  0.2080
H 1.38508 -0.85042 -2.06524  0.3704
H 1.90184 0.63426 -2.60792  0.3574
O 0.94298 -2.53010 0.79003  -0.9704
H 1.14933 -1.64745 1.10486  0.4853
H 1.35208 -3.28934 1.20360  0.4850

Properties
- 2S+1: 1
- Energy relative to the best compared isomer or geometry (same formula, charge and spin): 2.8382 eV
- Kohn-Sham gap: 0.3361 hartree
- E_HOMO: -0.31030 hartree
- Charge: 0

---

No. 4
Here is a 2-piece molecular cluster, C5H11NO overall from the OMol25 dataset. Energies are from the ωB97M-V functional and the def2-TZVPD basis.

Last column: natural (NBO) charge in e.
Element x y z (Å)
C -2.18925 -1.36214 -0.80088  -0.6444
C -1.23080 -0.26371 -0.53116  0.0093
C -1.04397 0.90701 0.34063  -0.2337
N -0.07763 -0.16615 0.11135  -0.2160
C 1.19144 -0.42869 0.22322  -0.1011
C 2.15682 0.45469 0.96865  -0.0954
O 1.64474 1.72584 1.30160  -0.7025
H -1.67107 -2.22004 -1.24131  0.2256
H -2.94309 -1.03095 -1.52150  0.2285
H -2.71706 -1.70418 0.10228  0.2019
H 0.15825 0.20606 -2.13556  -0.0081
H -1.43758 0.95805 1.36512  0.1611
H -0.78861 1.87650 -0.09446  0.1942
H 1.53614 -1.37484 -0.18283  0.2036
H 0.91424 0.24970 -2.05406  -0.0416
H 2.52666 -0.06986 1.86616  0.1642
H 3.03316 0.64173 0.33581  0.1920
H 0.93760 1.60100 1.94694  0.4625

Properties
- 2S+1: 1
- Energy relative to the best compared isomer or geometry (same formula, charge and spin): 5.7447 eV
- Kohn-Sham gap: 0.2844 hartree
- E_HOMO: -0.25218 hartree
- Charge: 0

---

No. 5
Here is one molecule with the formula C5H11NO from the OMol25 dataset. Energies are from the ωB97M-V functional and the def2-TZVPD basis.

Last column: natural (NBO) charge in e.
Element x y z (Å)
C -1.07768 1.18629 -0.27866  -0.6139
C -0.45849 -0.19126 -0.50270  -0.2025
C -0.43468 -0.60618 -1.96788  -0.6106
C 0.96482 -0.27693 0.01593  -0.5043
C 1.14774 0.22164 1.43259  0.6823
N 0.40687 -0.44770 2.37374  -0.8381
O 1.83768 1.18092 1.70108  -0.5986
H -0.44012 1.98260 -0.66691  0.2137
H -2.10577 1.17001 -0.64468  0.2124
H -1.15541 1.34022 0.80380  0.2160
H -1.01764 -0.90913 0.10940  0.1880
H 0.26836 -1.39833 -2.23689  0.2077
H -0.15053 0.28012 -2.54785  0.2064
H -1.38246 -0.91123 -2.40252  0.2133
H 1.27465 -1.28229 -0.12992  0.2170
H 1.65295 0.30063 -0.59250  0.2281
H 0.16707 -1.40656 2.18240  0.3835
H 0.50263 -0.23281 3.35155  0.3998

Properties
- 2S+1: 1
- Energy relative to the best compared isomer or geometry (same formula, charge and spin): 0.0964 eV
- Kohn-Sham gap: 0.3890 hartree
- E_HOMO: -0.35739 hartree
- Charge: 0

---

No. 6
Here is one molecule with the formula C5H11NO from the OMol25 dataset. Energies are from the ωB97M-V functional and the def2-TZVPD basis.

Last column: natural (NBO) charge in e.
Element x y z (Å)
C 0.01706 -1.72912 -0.99874  -0.6127
C 0.32412 -0.28557 -0.62442  -0.2634
C 1.71593 -0.06405 -0.01356  -0.2233
N 1.15916 0.80175 1.04498  -0.6370
C -0.22483 0.42047 0.67098  0.3957
C -1.16463 1.61493 0.61479  -0.6335
O -0.82282 -0.45650 1.58859  -0.7076
H -1.00056 -1.89907 -1.36158  0.2189
H 0.70613 -2.02556 -1.80058  0.2165
H 0.20488 -2.42274 -0.16877  0.1941
H 0.16084 0.36132 -1.49385  0.2068
H 2.12990 -0.98031 0.43061  0.1758
H 2.48448 0.37154 -0.65945  0.1921
H 1.32292 1.78288 0.83633  0.3552
H -2.11102 1.38351 0.11966  0.2219
H -0.70753 2.47548 0.11632  0.2023
H -1.39160 1.89999 1.64839  0.2317
H -0.31598 -1.27499 1.59861  0.4664

Properties
- 2S+1: 1
- Energy relative to the best compared isomer or geometry (same formula, charge and spin): 1.4983 eV
- Kohn-Sham gap: 0.3674 hartree
- E_HOMO: -0.33220 hartree
- Charge: 0

---

No. 7
Here is one molecule with the formula C5H11NO from the OMol25 dataset. Energies are from the ωB97M-V functional and the def2-TZVPD basis.

Last column: natural (NBO) charge in e.
Element x y z (Å)
C -0.78851 -0.64442 -2.17258  -0.6148
C -1.03188 -0.40886 -0.70425  -0.0699
C -0.81466 -1.46397 0.31455  -0.2531
N 0.11891 -0.35823 0.18432  -0.4424
C 0.12678 0.64220 1.25180  -0.2493
C 1.35602 1.52314 1.06462  -0.0621
O 2.51855 0.73149 1.02147  -0.7205
H -0.60164 0.29853 -2.69754  0.2132
H -1.65664 -1.12839 -2.63387  0.2133
H 0.08330 -1.29099 -2.31098  0.2177
H -1.83132 0.29860 -0.47185  0.1879
H -0.42802 -2.43747 0.01556  0.2004
H -1.46601 -1.47416 1.18876  0.1925
H -0.79467 1.24632 1.26653  0.1784
H 0.21004 0.12400 2.21288  0.1965
H 1.24585 2.12170 0.14546  0.1525
H 1.45947 2.21625 1.90688  0.1795
H 2.29443 0.00427 0.41824  0.4801

Properties
- 2S+1: 1
- Energy relative to the best compared isomer or geometry (same formula, charge and spin): 1.9979 eV
- Kohn-Sham gap: 0.3880 hartree
- E_HOMO: -0.34704 hartree
- Charge: 0

---

No. 8
Here is C5H11NO as an isolated structure from the OMol25 dataset. Energies are from the ωB97M-V functional and the def2-TZVPD basis.

Last column: natural (NBO) charge in e.
Element x y z (Å)
C -2.26856 -0.47415 0.64201  -0.5574
C -1.50998 0.02344 -0.58251  -0.2388
C 0.20163 1.87891 -0.07638  -0.3525
C 0.89551 -0.47068 -0.05258  0.6474
C 2.24391 -0.11397 0.39646  -0.7075
H -1.77009 -1.33016 1.05971  0.2304
H -2.44075 0.53566 1.54118  0.1531
H -3.22854 -0.61349 0.36469  0.2025
H -1.30028 -0.91615 -1.10652  0.2542
H -1.91326 0.93094 -1.10503  0.2026
H 0.99123 2.36436 -0.87020  0.1836
H -0.58989 2.35523 0.04436  0.1729
H 0.92848 1.89494 0.94400  0.1896
H 2.14350 0.16224 1.43077  0.2332
H 2.55102 0.84430 -0.38540  0.2328
H 2.93708 -1.06828 0.50444  0.2688
N -0.11224 0.46634 -0.19110  -0.4444
O 0.63776 -1.68566 -0.38079  -0.6706

Properties
- 2S+1: 1
- Energy relative to the best compared isomer or geometry (same formula, charge and spin): 3.8555 eV
- Kohn-Sham gap: 0.3566 hartree
- E_HOMO: -0.32750 hartree
- Charge: 0

---

The calculation returns the following energy values, one per record and in order: -8901.2059; -8898.4475; -8898.8591; -8895.9526; -8901.6010; -8900.1991; -8899.6994; -8897.8418 eV.